Here is 12 unconnected molecules or ions with the total composition C36H66N6O6S6 from the OMol25 dataset. Energies are from ωB97M-V/def2-TZVPD.

The lowest unoccupied orbital energy is 0.07 eV. The energy above the lowest of the compared OMol25 structures with the same formula, charge and spin is 80.03 kcal per mole. As for the charge: 0. The value obtained for the HOMO-LUMO gap is 7.6028 eV.

Structure (XYZ):
```
120
C36H66N6O6S6 (ωB97M-V/def2-TZVPD)
C -6.45519 13.78725 -4.74521
S -5.09026 14.64162 -5.67332
O -4.66708 15.83391 -4.75007
C -3.79900 13.26614 -5.62477
H -6.18020 13.52026 -3.72482
H -6.81280 12.89933 -5.26658
H -7.37033 14.37751 -4.69812
H -2.91716 13.44986 -6.23853
H -4.31544 12.36458 -5.95426
H -3.54946 13.18805 -4.56659
C -6.85258 17.30598 -11.04517
S -8.10586 16.37689 -11.98591
O -8.22743 17.19549 -13.26926
C -9.55714 17.02699 -11.07816
H -6.53725 18.17053 -11.62931
H -5.98205 16.69849 -10.79769
H -7.20378 17.40758 -10.01831
H -9.46671 18.07033 -10.77586
H -9.70799 16.40194 -10.19801
H -10.40170 16.86775 -11.74858
C -0.08415 15.33196 -12.48026
S 0.69562 15.43157 -14.13991
O 0.74440 13.95358 -14.42443
C -0.72479 16.07907 -15.21640
H -0.84445 14.55416 -12.55150
H -0.68448 16.22518 -12.30745
H 0.49490 15.08043 -11.59170
H -0.40819 16.72084 -16.03859
H -1.41714 16.68619 -14.63316
H -1.19602 15.22169 -15.69695
C -1.43874 17.15763 -1.56393
S -2.04051 17.87872 -3.14592
O -1.04520 18.99776 -3.45035
C -1.52887 16.63992 -4.34787
H -1.70672 17.74195 -0.68367
H -0.35498 17.04191 -1.57766
H -1.84977 16.15492 -1.44678
H -2.31174 16.71483 -5.10260
H -1.49494 15.64483 -3.90430
H -0.52090 16.78328 -4.73714
C -1.67990 17.21177 -9.32310
S -3.51559 17.16444 -9.63523
O -3.73154 15.67327 -9.59701
C -4.13321 17.70921 -8.03912
H -1.34559 16.46760 -8.60023
H -1.55551 18.23898 -8.98037
H -1.15643 17.01727 -10.25919
H -3.99402 18.78591 -7.94191
H -3.68577 17.05436 -7.29141
H -5.19294 17.74156 -7.78612
C 0.91163 19.61174 -12.98446
S -0.90811 19.31970 -13.22131
O -1.65349 19.15391 -11.85224
C -1.31540 20.96755 -13.96703
H 1.35893 19.88938 -13.93889
H 1.27330 18.72115 -12.47051
H 1.07281 20.46248 -12.32237
H -2.26541 20.99182 -14.50087
H -0.58201 21.43639 -14.62311
H -1.44217 21.53813 -13.04700
N 2.92912 17.62210 -9.94278
C 1.82241 17.27023 -9.26364
C 1.73251 15.91538 -9.23100
C 2.93605 15.42967 -9.75168
C 3.64469 16.51953 -10.25339
H 3.17839 18.56387 -10.20931
H 1.17511 18.11840 -9.09628
H 0.90579 15.30807 -8.89321
H 3.12132 14.37455 -9.88879
H 4.50849 16.61244 -10.89497
N -5.27088 21.18496 -4.78615
C -4.59050 21.59859 -5.94867
C -3.94467 22.75481 -5.60358
C -4.34654 23.21917 -4.37837
C -5.04412 22.12381 -3.89791
H -5.83878 20.37037 -4.60167
H -4.49254 20.96992 -6.82135
H -3.18089 23.19769 -6.22558
H -4.17103 24.15372 -3.86632
H -5.39782 21.97473 -2.88842
N -8.00761 18.76454 -4.81463
C -6.81725 18.16054 -4.49155
C -6.41619 18.65369 -3.26666
C -7.41942 19.57486 -2.86865
C -8.33946 19.70795 -3.88592
H -8.56335 18.50251 -5.61626
H -6.34388 17.49145 -5.19485
H -5.48169 18.26302 -2.89184
H -7.55894 20.16561 -1.97537
H -9.33490 20.12314 -3.94160
N -5.53185 13.83597 -9.73187
C -5.89102 12.65174 -10.18016
C -7.12253 12.43113 -9.64760
C -7.53998 13.49621 -8.77309
C -6.49674 14.38026 -8.90792
H -4.73491 14.34306 -10.08942
H -5.19461 12.06537 -10.76119
H -7.60685 11.46932 -9.72980
H -8.44785 13.65358 -8.20970
H -6.30830 15.36840 -8.51488
N -2.87640 12.59434 -9.02395
C -2.46892 11.43051 -8.39939
C -1.11115 11.43084 -8.28725
C -0.67757 12.59196 -8.94518
C -1.66940 13.26062 -9.47747
H -3.78377 12.90372 -9.34187
H -3.26164 10.75896 -8.10440
H -0.47112 10.70575 -7.80663
H 0.35998 12.74529 -9.20282
H -1.69827 14.01727 -10.24756
N 2.15389 21.51920 -8.61367
C 1.35368 20.78295 -9.45463
C 0.08329 20.66000 -8.87772
C 0.16692 21.22353 -7.63034
C 1.45472 21.71501 -7.44619
H 3.11447 21.75826 -8.81429
H 1.68930 20.45095 -10.42599
H -0.76111 20.21912 -9.38667
H -0.62706 21.17225 -6.90002
H 1.92398 22.32338 -6.68720
```